Record 1
Below is a structure of composition C2HFLi2O2Tl in a non-equilibrium geometry, with properties calculated with ωB97M-V/def2-TZVPD.

```
9
Properties=species:S:1:pos:R:3:lowdin_charge:R:1
O -0.125 -0.108 0.397 -0.059
C 0.760 -0.466 -0.344 -0.156
C 2.111 -0.436 -0.558 -0.355
O 2.975 0.124 0.233 -0.441
Li -2.129 -0.040 -0.010 0.782
F -3.733 0.508 -0.328 -0.737
H 2.437 -1.168 -1.318 0.116
Tl 3.120 1.270 2.290 0.988
Li -5.416 0.315 -0.362 0.862
```

Output
* DFT total energy: -514.5335 Eh
* ΔE to the lowest compared entry with this formula, charge and spin: 0.000 eV
* E_HOMO (alpha / beta): -10.08 / -10.06 eV
* Kohn-Sham gap (alpha / beta): 6.31 / 6.29 eV
* total charge: +1



Record 2
Below is a structure of composition C3H7O3STl in a non-equilibrium geometry, with properties calculated with ωB97M-V/def2-TZVPD.

```
15
Properties=species:S:1:pos:R:3:lowdin_charge:R:1
Tl 1.769 -0.114 -0.034 1.164
O -1.230 -2.294 3.099 0.263
C -0.452 -1.379 3.004 -0.485
O 0.267 -0.695 2.297 -0.103
H -0.376 -0.962 4.153 0.268
C -2.264 3.099 -0.180 -0.136
S -1.420 2.323 -1.577 1.103
C -2.699 1.428 -2.481 -0.136
O -0.467 1.332 -1.029 -0.496
H -3.067 3.734 -0.557 0.094
H -1.544 3.706 0.369 0.089
H -2.652 2.304 0.458 0.094
H -3.469 2.145 -2.769 0.094
H -3.098 0.654 -1.824 0.097
H -2.259 0.973 -3.369 0.091
```

Output
* DFT total energy: -914.1269 Eh
* E_HOMO (alpha / beta): -18.02 / -17.69 eV
* Kohn-Sham gap (alpha / beta): 8.61 / 5.64 eV
* total charge: +2



Record 3
Below is a structure of composition H8LiO4 in a non-equilibrium geometry, with properties calculated with ωB97M-V/def2-TZVPD.

```
13
Properties=species:S:1:pos:R:3:lowdin_charge:R:1
Li -0.072 0.115 0.272 0.566
O 1.652 -0.898 0.069 -0.097
H 1.674 -1.661 0.736 0.111
H 2.545 -0.510 0.113 0.082
O -0.963 -0.700 0.742 -0.183
H -0.924 -1.780 0.637 0.203
H -0.780 -0.786 1.740 0.133
O -0.861 -0.509 -1.603 0.026
H -0.178 -0.281 -2.214 0.074
H -1.378 0.099 -1.933 -0.019
O -0.163 2.029 0.294 -0.061
H 0.537 2.528 0.655 0.045
H -1.086 2.358 0.496 0.119
```

Output
* DFT total energy: -313.0087 Eh
* ΔE to the lowest compared entry with this formula, charge and spin: 4.433 eV
* E_HOMO: -16.27 eV
* Kohn-Sham gap: 12.39 eV
* total charge: +1



Record 4
Below is an isolated molecule of C9H13NO2S in a non-equilibrium geometry, with properties calculated with ωB97M-V/def2-TZVPD.

```
26
Properties=species:S:1:pos:R:3:lowdin_charge:R:1
C -1.941 -3.174 -0.237 -0.142
C -2.684 -2.149 -0.674 -0.024
C -0.717 -3.016 0.423 -0.110
C -2.120 -0.709 -0.467 -0.328
C 0.023 -1.866 0.332 -0.029
C -0.639 -0.611 -0.185 -0.111
C 2.355 0.370 0.392 -0.085
C 1.451 2.504 -0.316 -0.061
C -0.010 0.627 -0.290 -0.101
N 1.191 1.096 -0.018 -0.228
O -3.693 2.131 -0.133 -0.435
O -2.724 -0.116 0.717 -0.517
S -4.125 0.568 0.509 0.931
H -2.406 -4.162 -0.258 0.106
H -3.513 -2.377 -1.272 0.082
H -0.450 -3.862 0.964 0.082
H -2.438 0.043 -1.253 0.133
H 1.085 -1.754 0.668 0.073
H 2.471 -0.731 -0.054 0.117
H 3.321 0.957 0.239 0.101
H 2.301 0.152 1.503 0.103
H 1.897 3.073 0.447 0.059
H 2.138 2.621 -1.252 0.121
H 0.424 2.985 -0.600 0.113
H -0.600 1.459 -0.767 0.126
H -3.238 2.629 0.568 0.025
```

Output
* DFT total energy: -953.9343 Eh
* ΔE to the lowest compared entry with this formula, charge and spin: 1.024 eV
* E_HOMO (alpha / beta): -4.95 / -8.48 eV
* Kohn-Sham gap (alpha / beta): 5.47 / 6.94 eV
* 2S+1: 3
* expectation value of S²: 2.022



Record 5
Below is the ion C12H17N2 with charge +1 in a non-equilibrium geometry, with properties calculated with ωB97M-V/def2-TZVPD.

```
31
Properties=species:S:1:pos:R:3:lowdin_charge:R:1
C -1.174 -2.186 0.290 -0.050
C -1.874 -0.826 0.126 -0.236
C -3.294 -0.809 0.104 -0.042
C -3.972 0.308 -0.228 -0.071
C -3.206 1.418 -0.532 -0.086
C -1.861 1.473 -0.408 0.000
C -1.146 0.313 -0.003 -0.152
C 0.297 0.388 0.221 -0.257
N 0.727 -0.372 1.389 0.298
C 1.258 1.443 -0.292 -0.174
C 2.670 1.447 0.185 -0.132
C 3.376 0.162 -0.206 -0.149
C 2.359 -0.527 -1.175 -0.137
N 1.132 0.262 -1.093 0.048
H -1.268 -2.548 1.362 0.113
H -1.888 -2.907 -0.227 0.111
H -0.184 -2.237 -0.348 0.126
H -3.868 -1.743 0.307 0.137
H -5.095 0.474 -0.044 0.155
H -3.759 2.263 -0.919 0.116
H -1.327 2.408 -0.666 0.126
H 1.102 0.025 2.161 0.133
H 1.443 -1.035 1.193 0.143
H -0.154 -0.961 1.498 0.149
H 0.783 2.374 -0.637 0.149
H 2.722 1.537 1.283 0.125
H 3.260 2.170 -0.260 0.102
H 4.385 0.219 -0.631 0.115
H 3.685 -0.497 0.686 0.124
H 2.667 -0.443 -2.165 0.101
H 2.205 -1.592 -0.968 0.116
```

Output
* DFT total energy: -576.6205 Eh
* ΔE to the lowest compared entry with this formula, charge and spin: 2.946 eV
* E_HOMO: -12.64 eV
* Kohn-Sham gap: 9.54 eV
* total charge: +1



Record 6
Below is a structure of composition C18H11F5RhS3SbSeSi in a non-equilibrium geometry, with properties calculated with ωB97M-V/def2-TZVPD.

```
41
Properties=species:S:1:pos:R:3:lowdin_charge:R:1
Rh 0.061 -0.403 0.496 -0.109
S -1.531 2.872 3.624 -0.296
Sb 0.409 2.212 2.692 0.194
S 0.375 -0.262 2.662 -0.074
S -0.094 1.946 0.275 -0.004
F 6.862 0.805 0.556 0.117
C 5.654 0.385 0.170 -0.145
C 5.295 -0.933 0.339 -0.146
F 6.155 -1.785 0.910 0.111
C 4.050 -1.369 -0.090 -0.265
F 3.779 -2.659 0.108 0.078
C 3.146 -0.515 -0.700 -0.502
Se 1.483 -1.189 -1.358 0.656
C 3.529 0.809 -0.838 -0.265
F 2.733 1.705 -1.415 0.063
C 4.770 1.264 -0.415 -0.144
F 5.123 2.542 -0.585 0.115
C -4.348 0.108 -3.685 -0.098
C -4.221 1.309 -2.996 -0.089
C -3.461 1.367 -1.836 -0.092
C -2.822 0.221 -1.353 -0.301
C -2.941 -0.975 -2.062 -0.097
C -3.712 -1.032 -3.219 -0.091
Si -1.905 0.235 0.241 0.353
C -3.141 0.272 1.598 -0.331
C -3.388 -0.931 2.262 -0.113
C -4.350 -1.000 3.263 -0.091
C -5.059 0.138 3.618 -0.094
C -4.807 1.343 2.977 -0.104
C -3.853 1.411 1.972 -0.172
H -4.945 0.064 -4.588 0.096
H -4.710 2.202 -3.364 0.099
H -3.371 2.309 -1.305 0.103
H -2.440 -1.870 -1.708 0.099
H -3.810 -1.968 -3.755 0.098
H -0.462 -1.905 0.655 -0.024
H -2.814 -1.818 2.013 0.089
H -4.533 -1.939 3.771 0.096
H -5.803 0.089 4.405 0.096
H -5.333 2.241 3.277 0.101
H -3.653 2.365 1.500 0.084
```

Output
* DFT total energy: -5428.2385 Eh
* ΔE to the lowest compared entry with this formula, charge and spin: 0.880 eV
* E_HOMO (alpha / beta): -4.20 / -4.16 eV
* Kohn-Sham gap (alpha / beta): 6.03 / 4.82 eV
* 2S+1: 2
* expectation value of S²: 0.758
* total charge: -1